(1)
Entry from OMol25: a single C17H24N2O2 molecule (wB97M-V/def2-TZVPD).

The largest force on an atom is 0.0145 Eh/bohr. Its LUMO energy is 0.79 eV. The value obtained for the HOMO energy is -9.0 eV. The frontier orbital gap is 9.84 eV.

Each line ends with the Mulliken charge.
Element x y z (Å)
C1 3.619 2.389 -0.224  -0.838
C2 4.242 1.035 0.090  -0.610
H1 5.310 1.064 -0.130  0.443
C3 3.611 -0.097 -0.728  0.036
N1 2.195 -0.243 -0.407  0.039
C4 1.715 -0.569 0.804  -0.338
O1 2.387 -0.781 1.792  -0.688
C5 0.180 -0.714 0.856  0.595
N2 -0.504 0.085 -0.130  0.369
C6 -0.968 -0.614 -1.193  0.540
O2 -1.511 -0.132 -2.161  -0.675
C7 -0.618 -2.078 -0.973  -0.590
H2 -1.470 -2.706 -1.226  0.393
C8 -0.223 -2.158 0.499  -0.977
H3 0.591 -2.856 0.687  0.458
H4 -1.081 -2.460 1.101  0.320
H5 0.205 -2.347 -1.639  0.249
C9 -0.769 1.489 0.057  -0.693
H6 0.142 1.992 0.395  -0.164
H7 -1.059 1.879 -0.923  0.559
C10 -1.911 1.727 1.061  -1.377
C11 -3.109 0.911 0.665  0.535
C12 -3.381 -0.298 1.291  -0.147
C13 -4.436 -1.089 0.871  -0.760
C14 -5.232 -0.678 -0.183  -0.465
C15 -4.973 0.529 -0.809  -0.609
C16 -3.918 1.317 -0.388  -0.224
H8 -3.715 2.254 -0.886  0.371
H9 -5.591 0.854 -1.633  0.383
H10 -6.052 -1.298 -0.517  0.396
H11 -4.634 -2.028 1.367  0.409
H12 -2.766 -0.622 2.119  0.422
H13 -2.152 2.791 1.061  0.550
H14 -1.581 1.450 2.065  0.420
H15 -0.127 -0.448 1.872  0.476
H16 1.530 -0.061 -1.142  0.238
C17 4.339 -1.421 -0.497  -1.611
H17 4.285 -1.687 0.555  0.344
H18 5.382 -1.329 -0.786  0.442
H19 3.881 -2.213 -1.085  0.378
H20 3.658 0.162 -1.792  0.410
H21 4.118 0.804 1.148  0.308
H22 4.098 3.170 0.361  0.394
H23 2.558 2.390 0.014  -0.034
H24 3.734 2.632 -1.279  0.322

(2)
Entry from OMol25: a single C17H24N2O2 molecule (wB97M-V/def2-TZVPD).

The largest force on an atom is 0.0155 Eh/bohr. Its LUMO energy is 0.70 eV. The value obtained for the HOMO energy is -9.2 eV. The frontier orbital gap is 9.87 eV.

Each line ends with the Mulliken charge.
Element x y z (Å)
C1 -5.839 -0.986 -0.704  -1.399
C2 -4.501 -0.427 -0.329  1.031
C3 -4.153 -0.218 0.999  -0.682
C4 -2.914 0.295 1.331  -0.713
C5 -2.001 0.635 0.338  0.766
C6 -2.340 0.417 -0.995  -0.468
C7 -3.574 -0.111 -1.318  -0.944
H1 -3.826 -0.286 -2.354  0.389
H2 -1.630 0.622 -1.785  0.324
C8 -0.676 1.163 0.753  0.454
O1 -0.124 0.804 1.786  -0.750
N1 -0.121 2.073 -0.075  -0.096
H3 -0.585 2.312 -0.935  0.273
C9 1.163 2.686 0.194  -0.926
H4 1.220 3.646 -0.317  0.440
H5 1.249 2.834 1.275  0.322
C10 2.332 1.796 -0.277  0.694
O2 3.099 2.141 -1.152  -0.681
N2 2.383 0.634 0.384  0.065
H6 1.693 0.452 1.102  0.189
C11 3.352 -0.401 0.087  -0.023
C12 3.355 -1.459 1.193  -1.299
C13 2.032 -2.184 1.437  -0.468
H7 1.294 -1.494 1.850  0.278
C14 1.431 -2.860 0.204  -1.067
H8 2.191 -3.441 -0.320  0.385
C15 0.768 -1.863 -0.747  0.357
C16 1.709 -1.210 -1.766  -0.777
H9 1.287 -0.246 -2.059  0.273
C17 3.156 -0.997 -1.318  -1.114
H10 3.702 -1.940 -1.357  0.435
H11 3.618 -0.320 -2.038  0.451
H12 1.745 -1.828 -2.667  0.399
H13 -0.026 -2.370 -1.302  0.631
H14 0.283 -1.095 -0.144  -0.570
H15 0.666 -3.560 0.550  0.401
H16 2.216 -2.945 2.200  0.376
H17 4.123 -2.193 0.941  0.452
H18 3.657 -0.978 2.127  0.355
H19 4.343 0.077 0.086  0.462
H20 -2.636 0.445 2.363  0.466
H21 -4.855 -0.467 1.782  0.309
H22 -6.417 -1.241 0.180  0.353
H23 -5.719 -1.880 -1.314  0.331
H24 -6.401 -0.258 -1.289  0.318

(3)
Entry from OMol25: a single C17H24N2O3 molecule (wB97M-V/def2-TZVPD).

The largest force on an atom is 0.0095 Eh/bohr. Its LUMO energy is 0.79 eV. The value obtained for the HOMO energy is -8.8 eV. The frontier orbital gap is 9.64 eV.

Each line ends with the Mulliken charge.
Element x y z (Å)
C1 3.778 -2.919 2.386  -0.684
H1 4.500 -2.100 2.350  0.304
H2 4.207 -3.787 2.880  0.237
H3 2.885 -2.580 2.913  0.297
O1 3.441 -3.338 1.069  -0.327
C2 2.904 -2.416 0.275  0.487
O2 2.710 -1.271 0.599  -0.572
C3 2.570 -2.971 -1.108  0.196
N1 1.779 -1.997 -1.827  -0.211
C4 0.414 -2.009 -1.593  0.671
O3 -0.138 -2.986 -1.120  -0.705
N2 -0.287 -0.917 -2.023  0.157
C5 0.306 0.344 -2.412  -1.367
H4 1.244 0.185 -2.944  0.458
C6 0.486 1.243 -1.186  -0.282
H5 0.939 2.191 -1.482  0.500
C7 -0.877 1.487 -0.531  0.481
C8 -1.541 0.143 -0.219  -0.529
H6 -2.545 0.304 0.177  0.484
C9 -1.615 -0.736 -1.470  -1.397
H7 -2.012 -1.721 -1.225  0.478
H8 -2.249 -0.270 -2.231  0.399
H9 -0.954 -0.383 0.537  0.229
C10 -0.722 2.340 0.739  -1.259
C11 -2.056 2.706 1.324  0.333
C12 -2.818 3.716 0.749  -0.205
C13 -4.061 4.042 1.259  -0.670
C14 -4.562 3.360 2.356  -0.394
C15 -3.810 2.354 2.938  -0.635
C16 -2.567 2.030 2.424  -0.210
H10 -1.985 1.244 2.883  0.353
H11 -4.194 1.820 3.795  0.379
H12 -5.532 3.614 2.756  0.374
H13 -4.641 4.830 0.802  0.375
H14 -2.430 4.255 -0.104  0.396
H15 -0.175 3.250 0.482  0.436
H16 -0.133 1.783 1.470  0.437
H17 -1.513 2.032 -1.239  0.158
H18 1.150 0.752 -0.470  0.052
H19 -0.388 0.821 -3.113  0.425
H20 2.220 -1.089 -1.852  0.331
C17 3.849 -3.311 -1.869  -1.616
H21 4.411 -4.065 -1.326  0.411
H22 3.595 -3.692 -2.853  0.392
H23 4.468 -2.423 -1.986  0.358
H24 1.949 -3.864 -0.979  0.476

(4)
Entry from OMol25: C17H24N2O4S as an isolated structure at a distorted geometry (wB97M-V/def2-TZVPD).

The largest force on an atom is 0.2771 Eh/bohr. Its LUMO energy is 0.47 eV. The value obtained for the HOMO energy is -8.1 eV. The frontier orbital gap is 8.61 eV.

Each line ends with the Mulliken charge.
Element x y z (Å)
C1 2.846 3.764 0.103  -1.658
C2 2.041 2.426 -0.006  0.773
O1 0.974 2.161 0.463  -0.577
N1 2.784 1.484 -0.705  0.258
C3 2.198 0.376 -0.941  0.310
C4 0.971 0.061 -0.979  -0.849
C5 0.516 -1.197 -1.054  -0.478
C6 1.250 -2.363 -1.420  -0.521
C7 2.647 -2.193 -1.240  -0.708
C8 3.091 -0.909 -0.900  0.449
O2 4.593 -1.035 -0.833  -0.425
C9 5.089 0.374 -0.546  -0.870
C10 4.150 1.713 -1.166  -1.070
H1 4.286 1.246 -2.203  0.247
H2 4.659 2.537 -1.013  0.729
H3 4.979 0.550 0.800  0.194
H4 5.994 0.525 -0.562  0.869
H5 3.337 -3.012 -1.088  0.387
H6 0.730 -3.466 -1.554  0.269
S1 -1.287 -1.511 -1.393  1.529
O3 -1.646 -2.794 -1.647  -0.768
O4 -1.522 -0.718 -2.513  -0.856
N2 -1.933 -0.885 -0.080  0.150
C11 -2.217 -1.832 1.061  0.165
C12 -1.051 -2.423 1.211  -1.015
H7 -1.345 -3.031 2.331  0.190
H8 -0.424 -1.379 1.893  0.173
H9 -0.540 -3.075 0.653  0.548
C13 -3.062 -1.087 2.139  -1.294
C14 -4.469 -0.464 1.586  -1.085
C15 -4.275 -0.055 -0.022  -0.848
H10 -4.921 0.966 -0.229  0.318
H11 -4.586 -0.803 -0.629  0.468
C16 -2.834 0.535 -0.226  -0.452
C17 -2.309 1.675 0.584  -0.354
H12 -1.241 1.496 0.452  -0.097
H13 -2.846 2.552 0.009  0.354
H14 -2.526 1.427 1.851  0.121
H15 -2.722 0.625 -1.311  0.802
H16 -4.575 0.238 2.186  0.591
H17 -5.312 -1.200 1.713  0.354
H18 -2.336 -0.466 2.709  0.280
H19 -3.307 -1.818 2.800  0.713
H20 -2.880 -2.422 0.525  0.359
H21 0.346 0.811 -1.153  1.083
H22 3.598 3.793 0.680  0.533
H23 3.061 4.202 -0.891  0.425
H24 2.029 4.601 0.554  0.283

(5)
Entry from OMol25: C17H24N3O2PPb as an isolated structure at a distorted geometry (wB97M-V/def2-TZVPD).

The largest force on an atom is 0.1425 Eh/bohr. As for the charge: +4. Its LUMO energy (spin up / spin down) is -18.56 / -18.54 eV. The value obtained for the HOMO energy (spin up / spin down) is -20.8 / -20.8 eV. The frontier orbital gap (spin up / spin down) is 2.25 / 2.22 eV.

Each line ends with the Mulliken charge.
Element x y z (Å)
N1 0.947 4.041 -0.480  -0.476
C1 0.974 5.181 -0.205  0.383
C2 1.103 6.604 0.072  -0.751
H1 0.102 7.061 0.074  0.305
H2 1.748 7.064 -0.695  0.309
H3 1.572 6.732 1.064  0.302
N2 3.970 -2.334 -0.718  -0.451
C3 4.903 -3.033 -0.724  0.359
C4 6.077 -3.904 -0.619  -0.714
H4 6.864 -3.566 -1.316  0.300
H5 5.791 -4.943 -0.844  0.294
H6 6.462 -3.874 0.419  0.296
N3 -3.621 -1.691 0.311  -0.566
C5 -4.463 -2.517 0.164  0.388
C6 -5.477 -3.626 0.028  -0.727
H7 -5.229 -4.425 0.771  0.300
H8 -5.403 -4.107 -0.991  0.302
H9 -6.521 -3.211 0.235  0.309
Pb1 0.257 -0.088 -1.217  1.068
C7 0.410 -2.254 1.007  0.082
O1 0.633 -2.962 1.874  -0.075
C8 1.884 0.406 1.639  0.069
O2 2.863 0.694 2.172  -0.056
C9 0.872 1.012 -3.217  -0.342
C10 -0.536 1.104 -3.163  -0.251
C11 -1.310 -0.085 -3.080  -0.359
C12 -0.682 -1.351 -3.111  -0.319
C13 0.730 -1.449 -3.167  -0.508
C14 1.514 -0.251 -3.210  -0.481
H10 1.400 1.968 -3.326  0.557
H11 -1.039 2.085 -3.338  0.542
H12 -2.411 -0.005 -3.147  0.559
H13 -1.341 -2.229 -3.132  0.543
H14 1.223 -2.422 -3.132  0.562
H15 2.596 -0.332 -3.219  0.585
C15 -2.760 0.454 2.024  -0.986
P1 -0.918 0.506 2.126  0.825
C16 -0.600 2.237 2.539  -1.106
C17 -0.471 -0.277 3.696  -0.975
H16 -3.035 0.972 1.077  0.415
H17 -3.316 0.900 2.886  0.495
H18 -3.095 -0.578 1.881  0.370
H19 -1.022 2.526 3.520  0.505
H20 0.481 2.438 2.567  0.417
H21 -1.051 2.879 1.768  0.407
H22 -0.798 0.314 4.593  0.487
H23 -0.920 -1.298 3.779  0.420
H24 0.645 -0.365 3.765  0.388

(6)
Entry from OMol25: C17H24N4O3 as an isolated structure at a distorted geometry (wB97M-V/def2-TZVPD).

The largest force on an atom is 0.1317 Eh/bohr. Its LUMO energy is 0.41 eV. The value obtained for the HOMO energy is -8.6 eV. The frontier orbital gap is 9.01 eV.

Each line ends with the Mulliken charge.
Element x y z (Å)
C1 2.672 1.237 -0.869  -0.161
C2 1.343 1.204 -0.224  0.493
C3 2.916 -0.281 -0.828  -0.439
C4 3.117 -1.038 0.641  -0.960
C5 4.153 -2.161 0.549  -0.646
C6 5.661 -1.844 0.743  -0.517
C7 -0.955 1.156 -0.505  0.414
C8 -1.098 2.675 -0.357  0.353
C9 -1.391 0.388 0.796  -0.736
C10 -2.960 0.290 0.943  0.058
C11 -3.691 0.638 1.978  -0.658
C12 -3.843 -0.447 0.124  0.552
C13 -5.209 -0.200 0.533  -0.482
C14 -3.613 -1.157 -0.973  0.239
C15 -6.250 -0.765 -0.105  -0.716
C16 -4.700 -1.836 -1.593  -0.807
C17 -5.985 -1.664 -1.212  -0.193
H1 3.545 3.162 -0.356  0.301
H2 4.191 1.630 0.875  0.361
H3 2.587 1.580 -1.933  0.333
H4 3.708 -0.489 -1.629  0.272
H5 1.922 -0.986 -1.133  0.344
H6 3.403 -0.227 1.273  0.592
H7 1.967 -1.186 1.008  0.227
H8 3.978 -3.006 1.165  0.414
H9 4.054 -2.559 -0.588  0.217
H10 6.074 -1.879 1.859  0.234
H11 6.327 -2.584 0.097  0.330
H12 5.103 0.071 0.555  0.090
H13 5.882 -0.570 -0.878  0.324
H14 0.390 1.820 -2.189  0.430
H15 -1.794 1.106 -1.391  0.316
H16 -1.114 0.947 1.742  0.233
H17 -0.946 -0.564 0.798  0.574
H18 -3.473 1.103 2.854  0.611
H19 -5.770 0.027 2.488  0.324
H20 -2.662 -1.198 -1.636  0.267
H21 -7.314 -0.985 0.468  0.135
H22 -4.462 -2.083 -2.704  0.203
H23 -6.672 -2.259 -1.923  0.267
H24 -2.685 2.372 0.868  0.431
N1 3.792 2.106 -0.325  -0.616
N2 5.955 -0.571 0.084  -0.616
N3 0.282 0.882 -1.227  -0.461
N4 -4.998 0.375 1.765  -0.167
O1 1.152 1.211 0.978  -0.592
O2 -0.293 3.546 -0.639  -0.581
O3 -2.295 3.015 0.034  -0.589

Question: Number 1 is which compound?
Answer: C17H24N2O2